Record 1
Entry from the Open Molecules 2025 dataset: C32H38BCl2IN9O4Zr as an isolated structure (ωB97M-V/def2-TZVPD).

The geometry in XYZ format:
```
88
Properties=species:S:1:pos:R:3:nbo_charge:R:1
Zr -0.28 -0.31 0.14 2.38
O 2.97 1.82 2.25 -0.69
C 2.31 3.00 2.31 0.36
C 3.06 4.13 2.63 -0.28
C 2.46 5.37 2.70 -0.15
C 1.10 5.52 2.45 -0.26
C 0.35 4.41 2.13 -0.15
C 0.93 3.14 2.06 -0.19
C 0.11 1.97 1.73 0.58
O 0.65 0.77 1.67 -0.84
N -1.17 2.14 1.51 -0.42
N -1.77 0.91 1.21 -0.44
C -2.97 0.72 1.64 0.16
C -3.66 -0.54 1.48 -0.17
C -4.98 -0.66 1.93 -0.15
C -5.63 -1.87 1.90 -0.25
C -4.95 -3.00 1.44 -0.15
C -3.65 -2.90 0.99 -0.28
C -2.99 -1.67 0.96 0.38
O -1.75 -1.59 0.51 -0.83
H 2.31 1.12 2.08 0.51
H 4.12 4.00 2.83 0.23
H 3.06 6.23 2.97 0.22
H 0.63 6.49 2.51 0.22
H -0.71 4.49 1.94 0.23
H -3.46 1.52 2.20 0.21
H -5.48 0.22 2.34 0.22
H -6.65 -1.95 2.24 0.23
H -5.44 -3.96 1.46 0.23
H -3.11 -3.78 0.65 0.23
C 0.08 3.22 -1.56 -0.64
C 1.25 2.35 -1.25 0.22
C 2.59 2.74 -1.23 -0.34
C 3.31 1.60 -0.91 0.26
C 4.78 1.45 -0.75 -0.65
N 2.43 0.60 -0.75 -0.33
N 1.15 1.05 -0.96 -0.47
B 2.74 -0.91 -0.50 0.52
N 1.90 -1.72 -1.49 -0.31
N 0.54 -1.64 -1.46 -0.45
C 0.07 -2.56 -2.31 0.23
C -1.39 -2.79 -2.52 -0.64
C 1.14 -3.23 -2.90 -0.34
C 2.28 -2.67 -2.36 0.24
C 3.71 -2.98 -2.65 -0.65
N 2.31 -1.35 0.93 -0.33
N 1.02 -1.74 1.18 -0.46
C 0.97 -2.15 2.45 0.24
C -0.30 -2.64 3.07 -0.65
C 2.23 -2.05 3.02 -0.34
C 3.06 -1.53 2.04 0.25
C 4.51 -1.21 2.12 -0.66
H 0.42 4.25 -1.68 0.24
H -0.39 2.92 -2.50 0.22
H -0.66 3.20 -0.76 0.23
H 2.98 3.72 -1.41 0.24
H 5.27 2.39 -1.02 0.24
H 5.02 1.23 0.29 0.24
H 5.18 0.66 -1.38 0.23
H 3.91 -1.11 -0.65 -0.01
H -1.94 -2.61 -1.60 0.24
H -1.78 -2.13 -3.29 0.23
H -1.56 -3.82 -2.85 0.23
H 1.09 -4.01 -3.64 0.24
H 3.77 -3.73 -3.44 0.24
H 4.25 -2.09 -2.98 0.23
H 4.22 -3.37 -1.76 0.24
H -0.94 -3.09 2.32 0.24
H -0.08 -3.37 3.85 0.24
H -0.84 -1.81 3.54 0.23
H 2.51 -2.31 4.03 0.24
H 4.91 -1.60 3.05 0.24
H 5.06 -1.63 1.29 0.24
H 4.65 -0.13 2.11 0.24
N -3.12 2.11 -1.46 -0.77
C -2.46 1.16 -2.12 0.72
O -1.60 0.44 -1.59 -0.69
C -2.80 0.95 -3.57 -0.63
I -2.64 2.74 -4.73 0.14
H -2.92 2.29 -0.49 0.43
H -3.76 2.73 -1.93 0.42
H -3.83 0.62 -3.67 0.27
H -2.13 0.22 -4.00 0.26
Cl -4.68 -1.22 -1.78 -0.04
C -5.19 -2.61 -2.76 -0.39
Cl -4.72 -2.42 -4.45 -0.01
H -6.27 -2.68 -2.70 0.23
H -4.71 -3.50 -2.36 0.23
```

The total charge is +1. Its electronic energy is -3326.1280 Ha. As for the highest occupied orbital energy: -0.389 Ha. As for the HOMO-LUMO gap: 0.2830 Ha.

Record 2
Entry from the Open Molecules 2025 dataset: a 2-piece molecular cluster, C32H38BNO2S overall (ωB97M-V/def2-TZVPD).

The geometry in XYZ format:
```
75
Properties=species:S:1:pos:R:3:lowdin_charge:R:1
C 3.71 -2.34 -0.92 -0.01
C 3.14 -1.00 -0.46 -0.42
C 3.89 0.15 -1.11 0.00
O 1.80 -0.96 -1.04 0.12
B 0.94 -1.10 0.02 -0.69
C -0.58 -1.34 0.06 -0.06
C -1.14 -1.68 -1.30 -0.17
C -2.51 -1.57 -1.60 -0.03
C -3.03 -2.14 -2.77 -0.08
C -2.19 -2.89 -3.60 -0.10
C -0.81 -2.89 -3.38 -0.08
C -0.30 -2.24 -2.27 -0.05
C -0.49 -2.54 1.02 -0.15
C -0.68 -2.39 2.41 -0.02
C -0.32 -3.41 3.29 -0.08
C 0.16 -4.63 2.80 -0.10
C 0.32 -4.80 1.43 -0.08
C -0.02 -3.77 0.55 -0.03
O 1.45 -0.76 1.24 0.12
C 2.89 -0.85 1.12 -0.42
C 3.24 -2.08 1.94 0.00
C 3.37 0.44 1.76 -0.01
H 4.75 -2.46 -0.57 0.10
H 3.09 -3.18 -0.58 0.09
H 3.70 -2.37 -2.02 0.10
H 4.96 0.09 -0.86 0.10
H 3.77 0.10 -2.20 0.10
H 3.48 1.10 -0.77 0.07
H -1.14 -0.53 0.54 0.12
H -3.18 -1.06 -0.89 0.11
H -4.09 -2.04 -3.00 0.10
H -2.60 -3.47 -4.42 0.09
H -0.12 -3.39 -4.06 0.10
H 0.77 -2.24 -2.15 0.11
H -1.06 -1.45 2.80 0.12
H -0.41 -3.25 4.36 0.10
H 0.38 -5.45 3.48 0.10
H 0.71 -5.74 1.02 0.10
H 0.11 -3.90 -0.53 0.11
H 4.32 -2.28 1.92 0.09
H 2.91 -1.90 2.97 0.10
H 2.68 -2.96 1.58 0.08
H 4.46 0.51 1.80 0.10
H 2.95 1.31 1.24 0.05
H 2.98 0.48 2.79 0.10
C 3.26 5.35 0.70 -0.12
C 2.35 4.32 0.15 -0.60
C 2.26 3.88 -1.16 -0.14
C 1.16 3.00 -1.38 -0.11
C 0.43 2.75 -0.22 -0.47
C -0.80 2.05 -0.11 -0.27
C -1.42 1.88 1.16 -0.06
C -2.79 1.70 1.23 -0.02
C -3.55 1.87 0.04 -0.24
N -4.82 2.34 0.08 -0.20
C -5.41 2.99 -1.08 -0.06
C -5.52 2.48 1.34 -0.07
C -2.90 1.69 -1.22 -0.04
C -1.53 1.73 -1.28 -0.02
S 1.19 3.52 1.15 1.08
H 3.64 6.00 -0.11 0.08
H 2.70 5.97 1.42 0.07
H 4.12 4.91 1.23 0.08
H 2.95 4.23 -1.92 0.11
H 0.89 2.61 -2.36 0.11
H -0.83 1.89 2.07 0.11
H -3.28 1.57 2.20 0.10
H -4.82 3.84 -1.44 0.10
H -5.55 2.29 -1.91 0.08
H -6.40 3.35 -0.78 0.08
H -5.52 1.53 1.88 0.09
H -5.07 3.24 1.98 0.09
H -6.55 2.75 1.11 0.08
H -3.48 1.56 -2.13 0.11
H -1.01 1.61 -2.23 0.12
```

Its electronic energy is -1870.5128 Ha. As for the highest occupied orbital energy: -0.243 Ha. As for the structure (SMILES): CC1(C)OB(C(c2ccccc2)c2ccccc2)OC1(C)C.Cc1ccc(-c2ccc(N(C)C)cc2)s1. As for the HOMO-LUMO gap: 0.2667 Ha.

Record 3
Entry from the Open Molecules 2025 dataset: C32H38ClDyN3O2 as an isolated structure (ωB97M-V/def2-TZVPD).

The geometry in XYZ format:
```
77
Properties=species:S:1:pos:R:3:lowdin_spin:R:1
Dy 1.41 -1.31 1.23 5.52
Cl 0.79 -3.80 0.38 -0.30
N 1.97 -0.69 -1.19 0.03
N 0.19 0.23 2.48 0.01
C 3.26 -0.89 -1.43 0.01
C 0.87 0.70 3.53 0.00
C 1.41 -0.32 -2.54 0.00
C 2.41 -0.98 -3.49 0.00
C 1.49 1.17 -2.84 0.00
C 0.01 -0.85 -2.71 0.00
H 2.52 1.54 -2.91 0.00
H 0.93 1.76 -2.11 0.00
H 1.03 1.33 -3.83 0.00
H 0.01 -1.93 -2.56 0.00
H -0.34 -0.63 -3.74 0.00
H -0.69 -0.38 -2.01 0.00
C -1.18 0.80 2.56 0.00
C -1.22 1.41 3.95 0.00
C -2.18 -0.32 2.39 -0.02
C -1.42 1.91 1.55 0.00
H -0.78 2.78 1.77 0.00
H -2.47 2.23 1.65 0.00
H -1.26 1.57 0.52 0.00
H -1.94 -1.15 3.07 -0.02
H -2.18 -0.67 1.34 0.00
H -3.18 0.06 2.63 0.00
O 0.18 1.36 4.41 0.00
H -1.82 0.83 4.67 0.00
H -1.50 2.46 3.99 0.00
O 3.63 -1.07 -2.69 0.00
H 2.67 -0.40 -4.38 0.00
H 2.10 -2.00 -3.79 0.00
C 4.32 -0.97 -0.40 0.00
C 2.31 0.48 3.80 0.01
C 3.12 0.91 2.62 0.00
H 2.41 -0.59 4.02 0.00
H 2.60 1.00 4.71 0.00
C 3.31 0.05 1.59 0.03
C 4.15 0.19 0.53 0.00
H 0.05 -3.10 1.42 -0.25
C 4.68 1.47 0.33 0.00
C 4.41 2.46 1.29 0.00
C 5.48 1.75 -0.90 0.00
C 3.65 2.21 2.45 0.00
H 4.81 3.49 1.13 0.00
C 3.37 3.26 3.47 0.00
H 3.90 4.19 3.25 0.00
H 3.64 2.95 4.48 0.00
H 2.30 3.49 3.48 0.00
H 6.20 0.97 -1.12 0.00
H 6.02 2.70 -0.82 0.00
H 4.81 1.84 -1.76 0.00
H 5.31 -0.99 -0.87 0.00
H 4.18 -1.94 0.09 0.00
C -2.95 -4.80 -2.60 0.00
C -2.49 -4.60 -1.30 0.00
C -2.57 -3.34 -0.71 -0.01
C -2.93 -2.21 -1.51 0.00
C -3.43 -2.44 -2.82 0.00
C -3.45 -3.72 -3.35 0.00
N -2.70 -0.96 -1.02 0.00
C -3.72 -0.06 -0.90 0.00
C -3.57 1.25 -1.41 0.00
C -4.61 2.16 -1.32 0.00
C -5.80 1.82 -0.65 0.00
C -5.94 0.54 -0.09 0.00
C -4.93 -0.39 -0.21 0.00
H -2.92 -5.80 -3.04 0.00
H -2.06 -5.44 -0.75 0.00
H -2.39 -3.16 0.35 -0.01
H -3.80 -1.58 -3.39 0.00
H -3.86 -3.89 -4.35 0.00
H -2.63 1.49 -1.92 0.00
H -4.49 3.15 -1.76 0.00
H -6.61 2.54 -0.57 0.00
H -6.86 0.27 0.44 0.00
H -5.02 -1.40 0.20 0.00
```

The total charge is -1. Its electronic energy is -2902.0973 Ha. As for the highest occupied orbital energy (alpha / beta): -0.112 / -0.074 Ha. Its expectation value of S² is 9.6525. Its spin multiplicity is 6. As for the HOMO-LUMO gap (alpha / beta): 0.1990 / 0.1625 Ha.

Record 4
Entry from the Open Molecules 2025 dataset: C32H38ClN5O7SiZn as an isolated structure (ωB97M-V/def2-TZVPD).

The geometry in XYZ format:
```
85
Properties=species:S:1:pos:R:3:lowdin_charge:R:1
Zn 0.14 -0.08 0.03 0.49
O 0.05 -2.05 0.05 -0.08
C -0.84 -2.84 0.47 -0.36
C -0.50 -4.20 0.73 -0.02
C -1.42 -5.14 1.12 -0.13
C -2.76 -4.78 1.29 -0.15
C -3.13 -3.47 1.08 -0.08
C -2.22 -2.49 0.68 -0.09
C -2.66 -1.13 0.53 -0.27
N -1.95 -0.08 0.16 0.09
C -2.77 1.00 0.21 -0.11
C -4.01 0.62 0.61 -0.10
N -3.94 -0.74 0.80 0.09
H 0.54 -4.47 0.60 0.11
H -1.12 -6.16 1.31 0.09
H -3.50 -5.51 1.59 0.08
H -4.17 -3.22 1.23 0.09
H -2.42 1.98 -0.03 0.10
H -4.92 1.16 0.77 0.09
H -4.68 -1.33 1.13 0.13
Cl -1.09 5.26 -5.13 0.58
C -0.75 4.23 -3.76 -0.70
C -0.49 4.83 -2.52 -0.13
C -0.21 4.05 -1.45 0.00
C -0.18 2.61 -1.52 -0.37
O 0.08 1.94 -0.50 -0.07
C -0.47 2.04 -2.82 -0.13
C -0.51 0.63 -3.00 -0.21
O -0.31 -0.25 -2.18 0.00
C -0.74 2.88 -3.92 -0.09
H -0.53 5.91 -2.44 0.09
H 0.00 4.49 -0.48 0.11
H -0.77 0.31 -4.04 0.12
H -0.94 2.43 -4.88 0.10
N 2.07 -0.04 -0.45 0.20
C 3.16 0.30 -0.62 -0.12
C 4.46 0.67 -0.86 -0.30
C 5.39 0.80 0.17 -0.27
N 6.22 0.91 0.97 0.11
C 4.92 0.97 -2.14 -0.28
N 5.37 1.22 -3.18 0.09
C -0.05 4.36 3.73 -0.03
C 0.97 3.20 3.66 -0.66
C 1.63 3.19 2.29 -0.03
C 2.04 3.37 4.75 -0.03
O 0.25 2.02 3.91 -0.10
Si 0.63 0.50 3.37 0.03
O 0.29 0.22 1.88 -0.22
O -0.19 -0.48 4.44 -0.10
C -1.51 -0.37 4.88 -0.66
C -2.42 0.21 3.80 -0.03
C -1.54 0.54 6.12 -0.03
C -1.98 -1.79 5.23 -0.03
O 2.20 0.31 3.84 -0.10
C 2.89 -0.90 3.98 -0.65
C 4.38 -0.60 3.77 -0.03
C 2.66 -1.43 5.40 -0.03
C 2.43 -1.94 2.96 -0.03
H 0.46 5.32 3.64 0.07
H -0.57 4.32 4.69 0.07
H -0.77 4.25 2.93 0.08
H 2.08 4.16 2.07 0.09
H 0.91 2.93 1.53 0.06
H 2.40 2.43 2.27 0.08
H 2.57 4.32 4.64 0.08
H 2.74 2.54 4.65 0.07
H 1.58 3.33 5.73 0.08
H -2.06 1.20 3.53 0.08
H -3.45 0.26 4.15 0.09
H -2.35 -0.41 2.93 0.07
H -1.21 1.53 5.81 0.07
H -0.85 0.16 6.87 0.08
H -2.54 0.60 6.54 0.07
H -1.98 -2.38 4.32 0.08
H -2.98 -1.77 5.65 0.07
H -1.29 -2.24 5.94 0.08
H 4.70 0.19 4.45 0.08
H 4.55 -0.26 2.75 0.05
H 4.98 -1.49 3.95 0.08
H 2.94 -0.67 6.12 0.08
H 3.24 -2.33 5.59 0.07
H 1.60 -1.64 5.50 0.06
H 2.51 -1.53 1.96 0.07
H 1.38 -2.16 3.13 0.08
H 3.02 -2.85 3.05 0.09
```

The total charge is -2. Its electronic energy is -4572.0573 Ha. As for the highest occupied orbital energy: -0.089 Ha. As for the HOMO-LUMO gap: 0.2394 Ha.

Record 5
Entry from the Open Molecules 2025 dataset: C32H38N3O6PtS3 as an isolated structure (ωB97M-V/def2-TZVPD).

The geometry in XYZ format:
```
83
Properties=species:S:1:pos:R:3:lowdin_charge:R:1
Pt 0.04 -1.60 0.41 1.13
O 2.06 -1.52 0.64 -0.65
S 3.25 -0.58 0.35 1.13
C 3.01 0.82 1.45 -0.30
C 2.85 0.37 2.91 -0.20
C 1.42 0.05 3.32 -0.22
C 0.48 1.26 3.25 -0.28
S -0.74 1.15 1.89 1.08
O -0.07 0.44 0.68 -0.70
C -0.73 2.84 1.35 -0.40
C -0.12 3.19 0.16 -0.07
C -0.15 4.52 -0.24 -0.05
C -0.79 5.47 0.55 -0.05
C -1.41 5.10 1.74 -0.05
C -1.39 3.77 2.15 -0.07
C 3.03 0.25 -1.21 -0.38
C 1.91 0.10 -2.01 -0.08
C 1.86 0.79 -3.22 -0.06
C 2.91 1.61 -3.61 -0.05
C 4.03 1.74 -2.80 -0.05
C 4.10 1.05 -1.60 -0.07
H 2.15 1.38 1.07 0.08
H 3.91 1.43 1.33 0.11
H 3.25 1.17 3.54 0.13
H 3.46 -0.52 3.10 0.13
H 1.43 -0.36 4.33 0.13
H 1.03 -0.75 2.68 0.06
H 1.03 2.20 3.13 0.10
H -0.14 1.34 4.14 0.10
H 0.36 2.44 -0.45 0.10
H 0.32 4.82 -1.16 0.12
H -0.81 6.51 0.24 0.12
H -1.91 5.84 2.35 0.12
H -1.88 3.48 3.06 0.12
H 1.09 -0.54 -1.72 0.07
H 1.00 0.68 -3.86 0.10
H 2.86 2.14 -4.55 0.12
H 4.85 2.37 -3.10 0.12
H 4.99 1.12 -0.98 0.12
C -4.97 3.52 -1.57 -0.06
C -5.33 2.27 -2.37 -0.18
N -4.51 1.10 -2.01 -0.05
C -3.47 0.69 -2.95 -0.19
C -2.27 1.62 -2.95 -0.06
C -4.81 0.49 -0.84 -0.42
O -5.72 0.85 -0.11 0.09
C -4.02 -0.72 -0.38 -0.08
C -4.74 -1.80 0.11 0.05
C -4.05 -2.85 0.70 0.00
C -2.68 -2.78 0.80 -0.10
N -1.98 -1.74 0.33 -0.12
C -2.65 -0.72 -0.25 -0.08
H -5.56 4.36 -1.93 0.08
H -3.91 3.77 -1.69 0.06
H -5.19 3.37 -0.52 0.07
H -5.19 2.43 -3.44 0.12
H -6.37 2.01 -2.19 0.13
H -3.92 0.67 -3.94 0.13
H -3.17 -0.33 -2.72 0.11
H -2.53 2.61 -3.33 0.08
H -1.48 1.22 -3.60 0.07
H -1.86 1.75 -1.95 0.06
H -5.82 -1.80 0.05 0.14
H -4.57 -3.71 1.11 0.13
H -2.13 -3.56 1.31 0.11
H -2.04 0.11 -0.58 0.09
N 0.31 -3.60 0.04 -0.03
C 1.61 -4.15 0.44 -0.34
C 2.69 -3.98 -0.42 -0.06
C 3.93 -4.39 0.00 -0.04
C 4.09 -4.96 1.26 -0.23
C 2.99 -5.17 2.08 -0.03
C 1.73 -4.76 1.67 -0.03
S 5.76 -5.30 1.84 0.40
O 5.57 -6.20 2.96 -0.34
O 6.41 -5.87 0.67 -0.34
O 6.20 -3.96 2.19 -0.36
H -0.44 -4.12 0.48 0.08
H 0.20 -3.67 -0.97 0.12
H 2.55 -3.51 -1.39 0.12
H 4.81 -4.26 -0.63 0.13
H 3.15 -5.63 3.05 0.12
H 0.87 -4.89 2.31 0.11
```

The total charge is +1. Its electronic energy is -3171.4999 Ha. As for the highest occupied orbital energy: -0.340 Ha. As for the HOMO-LUMO gap: 0.2056 Ha.

Record 6
Entry from the Open Molecules 2025 dataset: C32H38NOPPt as an isolated structure (ωB97M-V/def2-TZVPD).

The geometry in XYZ format:
```
74
Properties=species:S:1:pos:R:3:lowdin_spin:R:1
Pt 0.89 -0.38 -0.44 0.50
C 6.13 -1.87 -0.70 0.00
C 5.80 -1.08 0.53 0.00
C 5.34 -1.91 1.74 0.00
C 4.76 -0.03 0.17 0.00
C 3.49 0.03 0.74 0.02
C 2.45 0.90 0.29 0.05
C 2.71 1.65 -0.96 0.02
C 1.67 2.49 -1.63 0.01
C 4.00 1.60 -1.47 0.01
C 5.04 0.81 -0.93 0.01
H 7.07 -2.39 -0.66 0.00
H 6.31 -1.26 -1.60 0.00
H 5.30 -2.57 -1.01 0.00
H 6.71 -0.48 0.83 0.00
H 4.36 -2.35 1.57 0.00
H 5.34 -1.36 2.71 0.00
H 5.98 -2.76 1.89 0.00
H 3.23 -0.46 1.68 0.00
H 1.97 1.51 1.09 0.01
H 0.77 2.73 -0.96 0.00
H 1.26 1.99 -2.52 0.00
H 2.15 3.42 -1.94 0.00
H 4.17 2.07 -2.49 0.00
H 6.04 0.96 -1.30 0.00
O -0.82 1.77 2.75 0.00
P -1.94 1.19 1.91 0.00
C -3.43 0.93 2.90 0.00
C -4.71 1.21 2.54 0.00
C -5.73 1.03 3.47 0.00
C -5.52 0.38 4.67 0.00
C -4.20 0.02 5.00 0.00
C -3.16 0.25 4.13 0.00
C -1.50 -0.36 1.17 0.00
C -2.49 -1.10 0.57 0.00
C -2.23 -2.44 0.25 0.01
C -1.09 -3.12 0.69 0.01
C -0.04 -2.35 1.25 0.04
C -0.24 -0.90 1.47 0.03
C -2.59 2.28 0.54 0.00
C -2.74 1.90 -0.79 0.00
C -3.32 2.77 -1.74 0.00
C -3.86 3.96 -1.27 0.00
C -3.66 4.37 0.04 0.00
C -3.14 3.50 0.97 0.00
H -4.96 1.61 1.53 0.00
H -6.74 1.46 3.14 0.00
H -6.33 0.20 5.39 0.00
H -4.01 -0.48 5.96 0.00
H -2.13 -0.04 4.37 0.00
H -3.50 -0.75 0.28 0.00
H -3.05 -2.96 -0.29 0.00
H -1.19 -4.19 0.60 0.00
H 0.93 -2.82 1.47 0.00
H 0.44 -0.27 2.01 0.00
H -2.44 0.89 -1.09 0.00
H -3.40 2.45 -2.75 0.00
H -4.38 4.58 -2.01 0.00
H -4.05 5.34 0.40 0.00
H -2.90 3.74 1.99 0.00
C -1.30 -2.23 -3.35 0.03
C 0.03 -1.65 -3.01 0.10
C 0.42 -0.68 -4.08 0.04
C 1.19 -2.65 -2.70 0.04
N -0.31 -0.91 -1.80 1.03
H -1.08 -2.92 -4.17 0.01
H -2.05 -1.49 -3.62 0.00
H -1.69 -2.80 -2.53 0.00
H 0.68 -1.20 -5.05 0.01
H 1.33 -0.12 -3.78 0.00
H -0.41 -0.01 -4.18 0.00
H 1.55 -3.08 -3.66 0.01
H 0.73 -3.41 -2.05 0.00
H 2.09 -2.20 -2.18 0.01
```

Its electronic energy is -1832.6757 Ha. As for the highest occupied orbital energy (alpha / beta): -0.250 / -0.258 Ha. Its expectation value of S² is 2.0173. Its spin multiplicity is 3. As for the HOMO-LUMO gap (alpha / beta): 0.2451 / 0.2463 Ha.